Entry 1:
9
Properties=species:S:1:pos:R:3:forces:R:3 method="wB97M-V/def2-TZVPD" energy_ev=-16374.907 charge=-1 gap_ev=6.914 lumo_energy_ev=2.87 relative_energy_ev=0.6239 spin_multiplicity=1 smiles="O=C([O-])C=C=CI"
O 0.038253 -2.115661 1.053965 -0.75 0.04 2.67
C 0.687110 -1.390693 0.322494 0.58 -1.69 -1.66
O 0.993079 -1.679474 -0.834180 1.03 -0.04 -1.80
C 1.030401 0.036932 0.637530 -1.97 3.29 1.61
C 0.252302 0.803895 -0.102484 0.09 -0.68 -0.40
C -0.757745 1.253645 -0.785147 0.52 -0.18 0.67
I -2.676410 0.658668 -0.182203 -0.14 0.18 -0.08
H 1.102316 0.648553 1.583945 0.85 -1.42 -0.30
H -0.669303 1.784138 -1.693921 -0.21 0.50 -0.73

***

Entry 2:
8
Properties=species:S:1:pos:R:3:forces:R:3 method="wB97M-V/def2-TZVPD" energy_ev=-7158.173 gap_ev=9.959 lumo_energy_ev=-1.00 relative_energy_ev=0.7368 spin_multiplicity=1
N 2.022808 -1.601748 0.085198 -2.29 4.62 -1.61
C 1.461238 -0.578634 -0.190235 1.27 -3.46 1.65
C 0.636405 0.642226 -0.150748 2.53 1.63 1.21
C -0.672954 0.651865 0.020342 -2.21 -0.65 0.12
C -1.447001 -0.581415 -0.025235 -1.39 -5.82 -0.49
N -1.886842 -1.709594 -0.083230 2.04 6.16 0.35
H 1.191583 1.647791 0.087922 -0.91 -2.16 -0.93
H -1.305236 1.529512 0.255985 0.96 -0.32 -0.31

***

Entry 3:
8
Properties=species:S:1:pos:R:3:forces:R:3 method="wB97M-V/def2-TZVPD" energy_ev=-7157.521 gap_ev=9.756 lumo_energy_ev=-1.14 relative_energy_ev=1.3885 spin_multiplicity=1 smiles="C=C(C#N)C#N"
C 0.017833 1.173716 -0.092112 5.42 -1.68 3.01
C 0.039880 -0.171037 0.163222 -3.85 2.93 -1.27
C -1.301566 -0.724281 0.055338 5.02 1.15 0.49
N -2.238586 -1.311475 -0.068275 -4.53 -2.29 -0.45
C 1.145208 -0.968140 0.118993 7.48 -1.67 -0.91
N 2.281570 -1.247811 -0.124573 -4.59 0.44 1.23
H 0.985094 1.786182 0.238025 -2.45 -1.03 -1.58
H -0.929432 1.462845 -0.290620 -2.50 2.15 -0.53